{"formula": "C48H53GeN2O2P2S2Zn", "method": "the ωB97M-V functional and the def2-TZVPD basis", "energy_ev": -202880.802, "homo_lumo_gap_ev": [7.4, 4.4], "relative_energy_kj_mol": 129.0, "charge": 2, "spin_multiplicity": 2, "species": ["Zn", "C", "C", "C", "C", "C", "O", "C", "N", "C", "C", "C", "C", "C", "C", "P", "C", "C", "C", "C", "C", "C", "C", "C", "C", "C", "C", "C", "H", "H", "H", "H", "H", "H", "H", "H", "H", "H", "H", "H", "H", "H", "H", "H", "H", "H", "H", "H", "H", "H", "H", "H", "S", "C", "N", "C", "C", "S", "H", "H", "H", "H", "H", "C", "C", "C", "C", "C", "C", "Ge", "C", "C", "C", "C", "C", "C", "C", "C", "C", "C", "C", "C", "H", "H", "H", "H", "H", "H", "H", "H", "H", "H", "H", "H", "H", "H", "H", "C", "P", "C", "C", "O", "H", "H", "H", "H", "H", "H", "H", "H", "H"], "xyz": [[0.2296, 0.4468, 0.0171], [2.8853, -0.2460, -3.8349], [2.4327, 0.4813, -2.5696], [2.8455, 1.9467, -2.6303], [2.9609, -0.2635, -1.3411], [4.4576, -0.1268, -1.0204], [4.4787, -0.1363, 0.4090], [3.2272, 0.0713, 0.8406], [2.3305, 0.1146, -0.0772], [3.0884, 0.1707, 2.2976], [4.2824, 0.4228, 2.9860], [4.3402, 0.4446, 4.3656], [3.1860, 0.2260, 5.1002], [1.9926, -0.0071, 4.4404], [1.9183, -0.0467, 3.0477], [0.2509, -0.3815, 2.3822], [-0.8073, 0.8063, 3.2538], [-0.4503, 2.0980, 3.0582], [-1.4843, 3.1300, 3.0017], [-2.8319, 2.9198, 3.7140], [-3.0133, 1.4865, 4.0874], [-2.1159, 0.5244, 3.8255], [-0.2788, -2.0168, 2.9706], [-1.5877, -2.3699, 2.6373], [-2.1223, -3.5719, 3.0646], [-1.3478, -4.4437, 3.8192], [-0.0338, -4.1150, 4.1140], [0.5132, -2.9169, 3.6767], [2.4773, 0.2413, -4.7156], [2.5560, -1.2825, -3.8406], [3.9695, -0.2320, -3.9145], [1.3339, 0.4306, -2.5101], [3.9030, 2.0472, -2.8586], [2.6359, 2.4633, -1.6955], [2.2872, 2.4411, -3.4199], [2.7096, -1.3260, -1.4855], [4.8869, 0.8201, -1.3650], [5.0625, -0.9537, -1.3901], [5.1807, 0.5889, 2.4134], [5.2843, 0.6059, 4.8631], [3.2142, 0.2318, 6.1790], [1.0866, -0.1633, 5.0107], [0.5472, 2.3471, 2.7174], [-1.1203, 4.1509, 3.0930], [-3.0470, 3.5714, 4.5630], [-3.9263, 1.2426, 4.6131], [-2.3262, -0.4927, 4.1268], [-2.1782, -1.6862, 2.0412], [-3.1445, -3.8318, 2.8255], [-1.7617, -5.3805, 4.1623], [0.5625, -4.7981, 4.6997], [1.5450, -2.6836, 3.8964], [-2.4034, -0.2127, -0.2228], [-2.6446, -1.6591, -1.0006], [-3.5520, -2.5417, -0.5917], [-3.5795, -3.8336, -1.2402], [-2.9351, -3.6419, -2.6082], [-1.8258, -2.1904, -2.4328], [-4.1083, -2.3571, 0.2303], [-4.6062, -4.1916, -1.3299], [-3.0152, -4.5555, -0.6343], [-3.6660, -3.4046, -3.3796], [-2.3446, -4.4978, -2.9218], [-0.2457, 4.9560, -4.6500], [0.5506, 5.5480, -3.6828], [0.6561, 4.9774, -2.4259], [-0.0535, 3.8226, -2.1161], [-0.8376, 3.2320, -3.1004], [-0.9346, 3.7887, -4.3626], [-0.0711, 3.0428, -0.2877], [1.2986, 3.9911, 0.8316], [0.9943, 5.1886, 1.4695], [1.9570, 5.8742, 2.1913], [3.2488, 5.3823, 2.2664], [3.5659, 4.1925, 1.6346], [2.5915, 3.4995, 0.9390], [-1.7827, 3.7058, 0.5170], [-2.2852, 2.9177, 1.6485], [-3.5637, 3.3102, 2.3905], [-3.8567, 4.7542, 2.1972], [-3.3082, 5.4629, 1.1940], [-2.3414, 4.9100, 0.2764], [-0.3182, 5.3909, -5.6340], [1.0897, 6.4543, -3.9173], [1.2811, 5.4386, -1.6752], [-1.3748, 2.3224, -2.8654], [-1.5509, 3.3181, -5.1155], [-0.0019, 5.5979, 1.3883], [1.7048, 6.7986, 2.6911], [4.0078, 5.9302, 2.8031], [4.5749, 3.8097, 1.6838], [2.8441, 2.5633, 0.4641], [-2.2926, 1.8575, 1.4050], [-4.4661, 2.7250, 2.1897], [-4.5863, 5.2096, 2.8491], [-3.5793, 6.5009, 1.0629], [-2.0357, 5.5071, -0.5714], [2.7269, -3.3628, 0.6007], [1.1292, -3.1972, -0.2831], [0.1418, -4.5483, 0.4300], [1.3718, -3.6108, -2.0500], [0.4677, -1.8664, -0.1092], [3.2518, -4.2525, 0.2619], [2.5112, -3.4651, 1.6630], [3.3625, -2.4934, 0.4642], [0.6828, -5.4836, 0.3334], [-0.8112, -4.6250, -0.0821], [-0.0279, -4.3314, 1.4792], [2.4277, -3.7128, -2.2824], [0.9278, -2.8180, -2.6493], [0.8807, -4.5527, -2.2782]], "forces_ev_per_a": [[0.01, 0.03, 0.31], [-0.22, 0.07, 0.17], [0.17, -0.04, 0.04], [-0.22, -0.19, 0.10], [0.13, -0.27, -0.40], [-0.19, 0.12, -0.68], [0.24, -0.18, 0.53], [-0.46, 0.02, -0.63], [-0.01, 0.31, 0.45], [0.26, 0.00, 0.57], [-0.04, -0.01, -0.12], [-0.14, -0.05, 0.02], [0.04, 0.00, -0.01], [0.07, 0.06, -0.07], [-0.16, -0.13, 0.14], [0.00, 0.29, -0.12], [0.48, 0.89, 0.02], [0.15, -0.79, 0.26], [0.23, 0.11, 0.40], [0.29, 0.00, 0.51], [-0.11, -0.17, -0.13], [-0.33, 0.01, 0.08], [0.12, 0.03, -0.26], [0.00, 0.01, 0.00], [0.01, -0.06, 0.07], [0.01, 0.06, -0.06], [0.01, -0.15, 0.06], [-0.10, 0.19, 0.03], [0.01, 0.05, -0.12], [-0.02, -0.15, -0.03], [0.17, 0.00, -0.06], [0.04, -0.01, -0.02], [0.15, 0.05, -0.02], [0.01, 0.12, 0.03], [-0.04, 0.15, -0.06], [0.12, 0.17, -0.07], [-0.08, -0.14, 0.07], [-0.02, 0.07, 0.11], [0.07, 0.00, 0.00], [0.05, 0.09, 0.03], [0.00, 0.01, 0.10], [0.00, -0.01, 0.07], [0.04, 0.12, -0.08], [0.03, 0.01, -0.13], [0.02, 0.02, -0.01], [-0.07, -0.11, 0.03], [-0.08, 0.02, 0.05], [-0.08, 0.00, -0.02], [-0.05, 0.00, -0.03], [-0.02, -0.04, 0.05], [0.11, -0.05, 0.01], [0.07, 0.06, 0.12], [0.31, 0.55, -0.06], [-0.33, -0.28, 0.14], [0.05, 0.14, -0.10], [0.02, -0.53, 0.01], [0.07, 0.30, -0.22], [-0.20, -0.16, 0.16], [0.09, 0.11, -0.03], [0.08, 0.01, -0.02], [-0.11, 0.06, -0.11], [0.00, -0.06, 0.04], [-0.06, -0.06, 0.02], [0.01, -0.07, -0.08], [0.09, 0.07, -0.13], [-0.06, 0.05, 0.18], [-0.02, -0.13, 0.73], [-0.07, -0.20, 0.19], [-0.04, -0.01, -0.10], [0.55, -0.50, -0.34], [-0.69, -0.11, -0.44], [-0.01, 0.01, -0.02], [-0.02, 0.13, 0.11], [0.05, 0.05, 0.02], [0.11, 0.01, 0.08], [0.06, -0.21, -0.11], [0.90, -1.20, 0.60], [-0.77, 0.09, -0.96], [-0.08, 0.30, -0.45], [-0.27, -0.83, 0.65], [0.71, 0.48, -0.83], [-1.05, 1.08, 0.07], [-0.02, 0.10, -0.10], [0.06, 0.06, 0.01], [0.11, 0.11, 0.09], [-0.15, -0.12, -0.05], [-0.02, -0.01, -0.06], [-0.10, 0.15, 0.04], [-0.02, 0.08, 0.00], [0.06, 0.04, 0.08], [0.09, -0.06, 0.01], [0.06, -0.02, -0.06], [0.09, 0.01, 0.23], [0.01, -0.04, -0.02], [-0.11, 0.16, 0.09], [-0.08, 0.07, -0.01], [0.03, 0.06, -0.13], [-0.58, 0.11, -0.31], [0.06, -0.86, 0.08], [0.39, 0.50, -0.30], [0.12, 0.08, 0.52], [-0.16, 0.31, -0.19], [0.05, -0.10, -0.03], [-0.03, -0.01, 0.07], [0.07, 0.05, -0.12], [0.07, -0.21, -0.02], [-0.13, 0.01, -0.11], [-0.02, -0.03, 0.11], [0.13, 0.01, -0.09], [0.09, -0.03, 0.01], [-0.05, -0.10, -0.05]], "mulliken_charge": [2.129, -1.643, 1.143, -1.861, 0.564, -0.549, -0.463, -0.225, 1.392, -0.199, -0.754, -0.950, -0.886, -0.669, -0.121, 3.321, 0.683, -1.768, -0.999, 0.130, -1.744, -0.656, 0.940, -0.529, -0.990, -0.912, -0.850, -0.806, 0.471, 0.341, 0.360, -0.068, 0.478, 0.292, 0.462, -0.867, 0.384, 0.323, 0.629, 0.470, 0.496, 0.575, 0.986, 0.968, 0.628, 0.449, 0.727, 0.389, 0.482, 0.423, 0.450, 0.474, -0.244, 0.291, -0.174, -0.715, -0.537, 0.049, 0.316, 0.420, 0.208, 0.426, 0.368, -0.552, -0.773, -0.285, 0.256, -0.575, -0.772, 0.067, -0.130, -0.340, -0.755, -0.905, -0.819, 0.787, -0.233, 0.378, 0.095, -1.236, -0.658, -0.062, 0.409, 0.443, 0.428, 0.423, 0.434, 0.517, 0.464, 0.397, 0.480, -0.052, -0.636, 0.531, 0.471, 0.496, 0.566, -0.952, 1.164, -0.650, -1.154, -1.094, 0.537, 0.228, 0.061, 0.554, 0.052, -0.044, 0.410, 0.092, 0.481]}

=====

{"formula": "C10H19NOS", "method": "the ωB97M-V functional and the def2-TZVPD basis", "energy_ev": -25046.278, "homo_lumo_gap_ev": 8.6, "relative_energy_kj_mol": 514.7, "charge": 0, "spin_multiplicity": 1, "species": ["C", "C", "C", "C", "C", "C", "C", "C", "C", "C", "N", "O", "S", "H", "H", "H", "H", "H", "H", "H", "H", "H", "H", "H", "H", "H", "H", "H", "H", "H", "H", "H"], "xyz": [[3.1027, 2.8014, -0.7515], [2.7336, 1.5679, -0.5460], [1.8331, 1.2012, 0.4737], [1.2736, -0.1768, 0.6107], [2.3706, -2.4149, 1.0658], [-2.0252, -1.4252, 0.2237], [-3.6023, 0.4761, 0.3438], [-2.2123, 0.3555, -1.7442], [1.9026, -1.4394, -0.0045], [-2.3076, -0.0316, -0.2408], [0.3012, 0.4854, -0.2995], [-0.9565, 1.0260, 1.8902], [-1.0266, 1.2385, 0.4470], [3.4472, 3.1671, -1.7140], [2.7330, 3.5937, -0.0682], [2.9049, 0.8909, -1.2355], [1.6028, 1.8136, 1.2524], [0.9283, -0.4420, 1.5315], [1.6370, -2.6501, 1.7337], [3.0813, -1.7646, 1.7004], [2.7304, -3.3279, 0.7229], [-2.1156, -1.5223, 1.2415], [-2.8469, -2.0549, -0.2248], [-1.0564, -1.7248, -0.0931], [-4.6574, 0.2700, -0.1428], [-3.5767, 1.5477, 0.2848], [-3.5861, 0.1949, 1.3354], [-3.0812, 0.7847, -2.1367], [-1.5183, 1.1604, -1.9747], [-1.8204, -0.4465, -2.3229], [1.1550, -1.8898, -0.6916], [2.6520, -1.2641, -0.6666]], "forces_ev_per_a": [[-0.70, 2.71, 0.00], [-0.79, 2.20, 1.75], [-2.35, -3.99, -1.51], [0.84, -0.13, -3.10], [1.78, 3.79, 0.28], [-1.24, -0.18, -3.07], [-1.83, 0.66, -2.20], [1.32, -0.42, 0.83], [-2.79, -0.88, 0.75], [0.19, 2.22, -0.92], [2.75, 1.18, 1.38], [0.10, 0.03, 1.26], [-0.62, -1.08, -0.73], [0.66, -0.28, 0.28], [0.53, -0.51, -0.34], [1.04, -3.41, -3.31], [-0.72, 1.92, 1.94], [-1.20, -0.18, 2.68], [-2.45, -0.55, 1.73], [-0.34, -1.60, -0.86], [1.28, -1.30, -0.77], [-0.09, 0.00, 2.55], [1.02, 0.22, 0.27], [0.75, -0.67, -0.37], [2.33, -0.43, 0.62], [-0.05, 0.84, 0.23], [-0.56, -0.44, 2.34], [-1.86, -0.11, -0.52], [0.54, 0.15, 0.54], [-0.09, -0.85, -0.67], [-0.03, 0.09, 0.65], [2.57, 0.98, -1.73]], "mulliken_charge": [-0.812, -0.309, -0.509, -0.219, -1.466, -1.640, -1.737, -1.542, -0.496, 1.565, -0.254, -0.635, 0.372, 0.286, 0.256, 0.388, 0.682, 0.618, 0.410, 0.284, 0.449, 0.430, 0.436, 0.248, 0.277, 0.526, 0.475, 0.443, 0.357, 0.376, 0.280, 0.463]}

=====

{"formula": "CH4IO2PS", "method": "the ωB97M-V functional and the def2-TZVPD basis", "energy_ev": -33419.676, "homo_lumo_gap_ev": 6.8, "relative_energy_kj_mol": 92.5, "smiles": "CO[PH]1(I)OS1", "charge": 0, "spin_multiplicity": 1, "species": ["C", "O", "P", "I", "O", "S", "H", "H", "H", "H"], "xyz": [[1.0696, -0.9141, 0.5053], [-0.3090, -0.5616, 0.4003], [-0.8872, 0.7072, -0.3494], [-3.2518, -0.9491, -0.0754], [0.5578, 1.5174, -0.6329], [-0.3280, 2.7220, 0.2370], [1.4933, -1.1113, -0.4781], [1.0900, -1.8187, 1.1116], [1.6438, -0.1279, 0.9955], [-1.0784, 0.5362, -1.7138]], "forces_ev_per_a": [[0.57, 0.03, 0.12], [-0.43, 0.19, 0.13], [0.69, -0.01, 0.14], [0.77, 1.32, 0.04], [0.21, 0.12, 0.14], [-1.24, -1.77, -0.27], [-0.03, 0.00, -0.01], [-0.02, 0.08, -0.09], [-0.08, -0.04, -0.04], [-0.42, 0.08, -0.16]], "mulliken_charge": [-0.552, -0.157, 0.412, -0.272, -0.337, -0.048, 0.291, 0.236, 0.259, 0.168]}

=====

{"formula": "C21H28N2O", "method": "the ωB97M-V functional and the def2-TZVPD basis", "energy_ev": -27258.824, "homo_lumo_gap_ev": 8.8, "relative_energy_kj_mol": 156.4, "smiles": "CCN1CCN(CCCOc2ccc(-c3ccccc3)cc2)CC1", "charge": 0, "spin_multiplicity": 1, "species": ["C", "C", "N", "C", "C", "N", "C", "C", "C", "O", "C", "C", "C", "C", "C", "C", "C", "C", "C", "C", "C", "C", "C", "C", "H", "H", "H", "H", "H", "H", "H", "H", "H", "H", "H", "H", "H", "H", "H", "H", "H", "H", "H", "H", "H", "H", "H", "H", "H", "H", "H", "H"], "xyz": [[-3.6522, 5.9722, -1.6729], [-2.7333, 5.3334, -2.7217], [-2.5168, 3.9060, -2.6149], [-1.8280, 3.4818, -1.4116], [-1.3947, 2.0220, -1.5925], [-2.5094, 1.1348, -1.8553], [-3.3152, 0.7789, -0.6982], [-3.5685, -0.7340, -0.6885], [-2.2455, -1.4855, -0.5936], [-1.6749, -1.1994, 0.6690], [-0.3766, -1.5254, 0.8949], [0.1577, -1.0944, 2.1115], [1.4655, -1.3699, 2.4409], [2.2914, -2.0761, 1.5660], [3.6918, -2.3576, 1.9109], [4.6958, -2.2517, 0.9506], [6.0137, -2.5118, 1.2762], [6.3523, -2.8857, 2.5659], [5.3629, -2.9963, 3.5285], [4.0450, -2.7331, 3.2053], [1.7507, -2.5048, 0.3588], [0.4349, -2.2432, 0.0223], [-3.2667, 1.6272, -2.9887], [-3.6970, 3.0927, -2.8305], [-4.6513, 5.5453, -1.7212], [-3.2558, 5.8257, -0.6710], [-3.7272, 7.0404, -1.8589], [-3.1444, 5.5207, -3.7186], [-1.7491, 5.8094, -2.6704], [-0.9486, 4.1138, -1.2686], [-2.4660, 3.5610, -0.5126], [-0.8570, 1.6712, -0.7093], [-0.7237, 1.9654, -2.4553], [-2.7756, 1.0338, 0.2159], [-4.2787, 1.3044, -0.6790], [-4.0743, -1.0342, -1.6063], [-4.1962, -0.9928, 0.1646], [-2.4057, -2.5678, -0.6969], [-1.5895, -1.1350, -1.3992], [-0.4801, -0.5397, 2.7823], [1.8641, -1.0118, 3.3787], [4.4407, -1.9429, -0.0529], [6.7816, -2.4195, 0.5216], [7.3822, -3.0897, 2.8195], [5.6202, -3.2918, 4.5356], [3.2758, -2.8381, 3.9568], [2.3619, -3.0761, -0.3248], [0.0505, -2.6080, -0.9173], [-4.1424, 0.9922, -3.1359], [-2.6248, 1.5483, -3.8710], [-4.1938, 3.4288, -3.7435], [-4.4168, 3.1739, -1.9955]], "forces_ev_per_a": [[0.19, -0.22, -0.21], [-0.09, 0.19, 0.07], [0.02, -0.11, -0.01], [0.17, -0.25, -0.08], [0.10, 0.27, 0.16], [0.05, 0.04, 0.03], [-0.16, -0.34, -0.04], [0.49, 0.14, 0.22], [-0.35, -0.17, -0.40], [0.07, 0.11, 0.24], [0.21, 0.01, 0.16], [-0.23, -0.02, -0.12], [0.00, -0.05, -0.13], [-0.23, -0.01, -0.15], [0.25, -0.05, 0.06], [-0.07, 0.00, 0.04], [0.10, -0.04, -0.04], [0.09, -0.02, 0.02], [0.08, 0.00, 0.09], [-0.04, 0.03, -0.07], [0.14, 0.07, 0.24], [-0.38, 0.08, -0.16], [-0.20, 0.16, -0.09], [0.06, -0.26, -0.08], [-0.12, 0.00, 0.06], [-0.02, 0.02, 0.13], [-0.04, 0.12, 0.02], [0.09, 0.06, 0.02], [-0.05, 0.03, -0.09], [0.00, 0.02, 0.06], [0.06, 0.04, 0.00], [0.02, -0.02, -0.02], [0.07, 0.07, 0.07], [-0.06, 0.09, -0.02], [0.08, 0.06, 0.07], [-0.06, -0.04, -0.04], [-0.11, -0.09, 0.00], [0.08, 0.11, 0.01], [-0.03, -0.08, 0.09], [-0.07, 0.07, 0.07], [0.04, 0.04, 0.08], [-0.03, 0.04, -0.08], [0.05, 0.01, -0.05], [0.07, -0.01, 0.02], [0.01, -0.03, 0.07], [-0.07, -0.02, 0.06], [0.05, -0.05, -0.05], [-0.06, -0.02, -0.07], [-0.01, -0.02, -0.06], [-0.11, 0.02, -0.07], [-0.06, 0.00, 0.02], [-0.01, 0.03, -0.07]], "mulliken_charge": [-1.035, -0.730, -0.013, -0.520, -1.210, 0.413, -0.811, -1.110, -0.708, -0.310, 0.705, -0.484, -0.696, 0.158, 0.378, -0.477, -0.527, -0.426, -0.544, -0.468, -0.782, -0.345, -1.314, -0.460, 0.281, 0.282, 0.414, 0.391, 0.390, 0.482, 0.293, 0.441, 0.383, 0.595, 0.255, 0.366, 0.415, 0.465, 0.458, 0.438, 0.449, 0.467, 0.376, 0.366, 0.372, 0.453, 0.463, 0.421, 0.424, 0.430, 0.492, 0.253]}